{"formula": "C57H71N4", "method": "ωB97M-V/def2-TZVPD", "species": ["C", "C", "C", "C", "C", "C", "C", "C", "C", "C", "C", "C", "C", "C", "N", "C", "C", "C", "C", "C", "C", "C", "C", "N", "C", "C", "C", "C", "C", "C", "C", "C", "C", "C", "C", "C", "C", "C", "C", "C", "H", "H", "H", "H", "H", "H", "H", "H", "H", "H", "H", "H", "H", "H", "H", "H", "H", "H", "H", "H", "H", "H", "H", "H", "H", "H", "H", "H", "H", "H", "H", "H", "H", "H", "H", "H", "H", "H", "H", "H", "H", "H", "H", "H", "H", "H", "H", "H", "H", "H", "C", "N", "C", "C", "C", "C", "C", "C", "C", "C", "C", "C", "C", "C", "N", "C", "C", "C", "C", "C", "C", "H", "H", "H", "H", "H", "H", "H", "H", "H", "H", "H", "H", "H", "H", "H", "H", "H", "H", "H", "H", "H"], "coordinates": [[-0.1584, -4.4704, 1.0489], [0.5053, -3.6333, 2.1335], [-0.5871, -2.9789, 2.9751], [1.3146, -4.6024, 3.0067], [1.4789, -2.5479, 1.6301], [2.3440, -2.0247, 2.6043], [3.5251, -1.4090, 2.2145], [3.8372, -1.3258, 0.8461], [2.9414, -1.7025, -0.1644], [3.6102, -1.6784, -1.5841], [2.7978, -1.9551, -2.8296], [4.7301, -2.7309, -1.5705], [4.2078, -0.2943, -1.8582], [1.6449, -2.0901, 0.2973], [0.4987, -1.9849, -0.5581], [-0.5123, -1.0546, -0.5175], [-0.6335, -0.0062, 0.5519], [-2.1947, 0.2589, 0.6127], [-2.9907, -0.8659, 0.9467], [-4.3848, -0.7628, 1.1033], [-5.0401, 0.4704, 1.0479], [-4.2622, 1.5963, 0.8608], [-2.8577, 1.5113, 0.6122], [-1.4151, -1.4418, -1.5141], [-2.6540, -0.8866, -2.0073], [-2.7005, 0.4547, -2.4316], [-1.5625, 1.2691, -3.1263], [-1.4414, 2.6429, -2.4470], [-1.9550, 1.4386, -4.6073], [-0.2103, 0.5413, -3.0482], [-3.9624, 1.0827, -2.3052], [-5.1266, 0.3275, -2.4099], [-4.9899, -1.0411, -2.6189], [-3.8150, -1.7003, -2.2217], [-4.0381, -3.2323, -1.9744], [-5.4503, -3.4414, -1.3819], [-3.0721, -3.8855, -0.9868], [-3.9585, -4.0103, -3.2986], [-0.7866, -2.4338, -2.2778], [0.2953, -2.8366, -1.6346], [0.5844, -4.9627, 0.4055], [-0.7739, -5.2488, 1.5381], [-0.8449, -3.8768, 0.4344], [-0.2027, -2.5984, 3.9307], [-1.0505, -2.1366, 2.4449], [-1.3959, -3.6955, 3.1918], [1.7419, -4.1161, 3.8867], [0.6929, -5.4360, 3.3474], [2.1434, -5.0080, 2.4194], [2.1155, -2.1076, 3.6749], [4.2391, -1.0439, 2.9714], [4.8306, -0.9484, 0.5906], [2.0213, -1.2018, -3.0242], [3.4915, -1.8993, -3.6901], [2.3870, -2.9657, -2.8576], [5.4812, -2.5331, -0.7997], [4.3053, -3.7291, -1.3931], [5.2485, -2.7507, -2.5394], [5.0517, -0.0643, -1.1871], [4.5697, -0.2092, -2.9062], [3.4152, 0.4584, -1.7142], [-0.3397, -0.6407, 1.5676], [-2.5133, -1.8418, 1.1483], [-4.9638, -1.6613, 1.2378], [-6.1323, 0.5483, 1.1129], [-4.7179, 2.5843, 0.8333], [-2.3153, 2.4812, 0.5567], [-1.2632, 2.5306, -1.3545], [-0.5908, 3.1865, -2.8995], [-2.3684, 3.2411, -2.5804], [-2.0046, 0.4689, -5.1256], [-2.9286, 1.9367, -4.7118], [-1.2130, 2.0474, -5.1284], [-0.1677, -0.3845, -3.6612], [0.5908, 1.2312, -3.3697], [0.0336, 0.2959, -1.9924], [-4.0279, 2.1557, -2.1859], [-6.1176, 0.7914, -2.3647], [-5.8547, -1.5928, -2.9695], [-6.2433, -3.2632, -2.1210], [-5.5665, -4.4775, -1.0266], [-5.5970, -2.7698, -0.5215], [-2.1300, -4.1695, -1.4930], [-2.8991, -3.2160, -0.1206], [-3.5461, -4.8186, -0.6016], [-2.9735, -3.9161, -3.7713], [-4.1267, -5.0818, -3.1081], [-4.7039, -3.6832, -4.0347], [-1.1309, -2.7838, -3.2232], [0.9617, -3.6345, -1.8844], [0.2934, 5.2908, 6.4392], [-0.4017, 4.3023, 5.6356], [-1.7777, 3.9953, 6.0307], [-2.1870, 2.9025, 5.0314], [-1.0495, 2.7774, 4.0903], [0.0142, 3.5776, 4.5536], [1.1656, 3.6348, 3.7647], [1.2551, 2.8560, 2.6221], [0.1658, 2.0874, 2.0766], [0.2127, 1.3336, 0.6874], [1.6042, 1.6025, 0.0847], [1.7336, 2.3753, -1.1092], [2.9861, 2.7860, -1.5354], [4.1720, 2.4994, -0.8026], [5.2574, 3.0367, -1.4380], [6.6325, 3.1381, -0.9769], [4.8625, 3.7930, -2.6500], [3.3192, 3.6384, -2.7082], [4.0520, 1.7142, 0.3556], [2.8047, 1.2663, 0.7665], [-0.9707, 2.0546, 2.9217], [1.1202, 5.8244, 5.9413], [-0.4436, 6.0395, 6.7971], [0.7176, 4.8451, 7.3636], [-1.7490, 3.6412, 7.0856], [-2.3837, 4.9261, 5.9822], [-2.3709, 1.9741, 5.6056], [-3.1330, 3.1691, 4.5340], [2.0234, 4.1979, 4.1197], [2.2858, 2.8926, 2.2285], [-0.4850, 1.9384, -0.0398], [0.8748, 2.7030, -1.7199], [6.6823, 3.2468, 0.1172], [7.2140, 2.2503, -1.2902], [7.0861, 4.0356, -1.4426], [5.1777, 4.8659, -2.5854], [5.3566, 3.3658, -3.5669], [3.0426, 3.1792, -3.6864], [2.8041, 4.6236, -2.5902], [4.9795, 1.4177, 0.8533], [2.7356, 0.6912, 1.7116], [-1.8530, 1.4540, 2.6926]], "forces_ev_per_angstrom": [[-0.327, -0.093, -0.220], [-0.433, 0.478, 0.176], [-0.573, 0.106, 0.335], [0.286, -0.091, 0.015], [-0.156, 0.473, 0.315], [0.542, 0.058, -0.212], [0.196, -0.003, -0.430], [0.272, -0.905, 0.889], [0.219, 0.477, 0.364], [0.176, 0.382, -0.119], [-0.300, -0.229, -0.818], [0.090, -0.326, 0.148], [0.136, 0.397, -0.035], [1.278, -0.032, 0.421], [-0.792, -0.374, -1.024], [0.179, -1.501, -0.544], [-0.612, -1.340, 3.270], [-0.377, 0.132, 1.700], [-0.349, 0.514, 0.210], [0.620, 0.129, -0.225], [0.282, -0.246, -0.230], [1.347, 0.297, -0.573], [-0.357, -0.084, 0.495], [1.792, -0.104, -0.484], [-0.926, 0.001, -1.051], [-0.295, 0.813, 0.261], [-0.146, -0.510, 1.058], [-0.168, 0.296, 0.009], [-0.239, -0.124, -0.002], [0.536, 0.268, 0.218], [0.016, -0.710, -0.613], [0.479, 0.106, -0.170], [0.082, 0.334, 0.347], [-0.046, -0.133, 0.328], [-0.086, 0.031, -0.207], [-0.250, -0.061, 0.155], [0.109, -0.335, 0.341], [0.009, -0.139, -0.228], [-0.783, 0.191, 0.616], [0.646, 0.279, 0.381], [-0.199, 0.089, 0.086], [0.356, 0.272, -0.265], [0.194, -0.194, 0.079], [-0.070, -0.054, -0.227], [0.112, -0.252, 0.220], [0.289, 0.152, 0.052], [-0.118, -0.132, -0.111], [-0.018, 0.141, -0.082], [-0.030, -0.078, 0.100], [0.147, -0.275, -0.604], [-0.463, -0.114, -0.495], [-0.468, -0.282, -0.020], [0.032, -0.296, 0.188], [-0.303, -0.018, 0.406], [0.045, 0.231, -0.104], [-0.159, -0.065, -0.082], [0.179, 0.144, -0.011], [-0.181, 0.070, 0.196], [-0.378, 0.003, -0.385], [-0.141, -0.216, 0.626], [0.478, -0.396, -0.190], [-0.879, 1.527, -2.409], [-0.331, 0.700, -0.368], [-0.021, -0.171, 0.266], [0.536, -0.101, 0.151], [0.079, -0.169, 0.083], [-0.363, -0.982, -0.164], [-0.175, 0.232, -1.011], [-0.541, -0.038, 0.195], [0.691, -0.269, 0.020], [-0.050, 0.221, 0.211], [0.233, -0.153, 0.068], [0.073, 0.003, 0.091], [-0.090, 0.646, 0.328], [-0.321, -0.411, -0.170], [0.138, 0.393, -1.028], [0.038, 0.000, -0.376], [0.435, -0.127, -0.211], [0.186, -0.016, 0.346], [0.216, -0.071, 0.361], [0.087, 0.309, -0.184], [-0.095, -0.246, -0.327], [-0.474, 0.160, 0.625], [0.091, -0.565, -0.538], [0.458, 0.607, -0.267], [-0.119, 0.001, 0.090], [0.013, 0.290, -0.028], [0.105, 0.032, 0.225], [-0.635, -0.042, -0.155], [0.083, -0.021, 0.240], [0.143, -0.045, 0.548], [0.510, 0.733, 0.502], [0.695, 0.199, 0.283], [-1.527, -0.411, 0.863], [0.966, 0.013, -0.185], [-0.871, 0.449, -0.930], [-0.264, -0.220, 1.169], [0.121, -0.386, -0.913], [0.502, -0.364, 0.857], [-1.101, 2.433, -1.860], [0.652, -0.633, -0.459], [0.360, -0.115, 0.422], [0.082, -0.315, 0.972], [-1.294, 0.103, -0.065], [0.324, 0.587, -0.400], [-0.172, -0.182, -0.137], [0.275, -0.021, -0.196], [-0.067, 0.735, -0.960], [0.950, 0.571, -0.391], [-1.269, 0.257, 0.136], [-0.150, -0.223, -0.104], [-0.478, -0.364, -0.167], [0.384, -0.283, -0.393], [-0.111, 0.065, -0.383], [-0.364, 0.171, -0.566], [0.168, -0.550, 0.021], [0.027, 0.238, -0.463], [0.298, -0.192, 0.080], [-0.002, -0.050, -0.235], [-1.083, -0.113, -0.412], [1.605, -0.534, 1.578], [0.545, -0.358, 0.757], [-0.017, -0.065, -0.305], [-0.061, 0.377, 0.224], [-0.196, -0.501, 0.329], [-0.174, -0.818, 0.104], [-0.389, 0.319, 0.841], [-0.085, 0.398, 0.704], [0.395, -0.683, -0.408], [-0.431, 0.061, 0.183], [-0.076, 0.636, -0.898], [0.429, 0.192, -0.048]], "de_lowest_kcal_mol": 27.7, "spin_multiplicity": 1, "total_charge": 1, "fmax_ev_per_a": 3.59, "gap_ev": 6.61, "e_lumo_ev": -2.27, "e_homo_ev": -8.870}